[1]
Density functional theory data (the ωB97M-V functional and the def2-TZVPD basis) for 9 unconnected molecules or ions with the total composition C54H36O18 in a non-equilibrium geometry.

Geometry as ORCA input:
```
! RIJCOSX wB97M-V def2-TZVPD def2/J DEFGRID3
* xyz 0 1
O 10.478 11.983 12.951
O 11.996 15.130 9.733
O 11.035 9.609 16.068
O 10.895 9.650 10.262
O 16.259 11.937 10.065
O 16.756 9.887 23.329
O 11.740 8.372 22.462
O 13.151 6.943 20.220
O 14.869 6.291 11.822
O 6.663 10.162 9.967
O 14.121 10.066 14.499
O 16.864 11.673 19.989
O 12.981 13.652 18.114
O 9.763 14.735 15.025
O 9.235 12.173 19.104
O 6.313 14.476 15.327
O 19.073 7.056 21.365
O 13.017 17.789 12.080
C 15.274 13.781 8.981
C 12.718 7.605 19.298
C 13.346 7.988 12.383
C 12.823 8.194 16.811
C 11.625 9.097 17.001
C 12.502 16.855 14.200
C 18.566 8.112 21.047
C 15.337 12.713 10.057
C 6.857 13.802 16.148
C 17.064 9.330 19.541
C 19.078 9.487 21.523
C 8.472 12.621 18.242
C 8.680 10.517 12.835
C 9.357 12.170 10.962
C 11.735 15.997 14.912
C 13.441 12.969 17.248
C 13.437 9.968 22.108
C 10.923 16.615 12.209
C 7.594 13.828 18.563
C 9.554 11.551 12.301
C 13.940 11.016 15.246
C 12.885 8.729 22.738
C 6.897 14.333 17.559
C 18.572 10.635 21.101
C 17.392 8.139 20.090
C 7.324 10.761 10.762
C 7.520 10.315 12.215
C 8.367 12.047 16.899
C 12.505 8.989 11.980
C 14.135 14.520 8.838
C 15.003 8.407 23.936
C 7.684 12.617 15.908
C 12.509 8.002 9.687
C 15.573 9.543 23.213
C 17.499 10.643 20.155
C 11.583 8.639 19.451
C 12.966 14.437 9.818
C 12.222 17.193 12.765
C 12.825 11.918 15.105
C 13.703 8.081 23.799
C 12.552 12.768 16.077
C 8.260 11.875 10.251
C 13.437 7.115 10.056
C 14.018 7.106 11.472
C 14.673 10.384 22.355
C 10.507 15.350 14.271
C 11.201 9.389 18.426
C 13.148 13.384 10.919
C 13.178 7.464 17.904
C 14.184 12.548 11.004
C 10.203 15.693 12.872
C 14.778 12.256 17.221
C 11.877 9.009 10.647
C 14.972 11.295 16.292
H 12.392 13.399 11.686
H 8.057 12.319 9.282
H 6.296 15.248 17.770
H 19.953 9.382 22.172
H 15.540 8.076 24.816
H 11.686 13.433 16.221
H 14.033 6.868 17.793
H 12.745 10.463 21.377
H 14.216 11.834 11.848
H 12.117 8.081 8.663
H 12.211 9.709 12.721
H 15.862 10.710 16.128
H 10.625 16.922 11.211
H 10.122 12.885 10.608
H 10.894 8.692 20.369
H 7.625 12.058 14.942
H 11.848 15.862 15.988
H 13.998 15.402 8.249
H 7.614 14.291 19.506
H 16.302 9.548 18.754
H 13.351 7.382 24.541
H 12.152 11.581 14.283
H 13.800 8.055 13.364
H 10.468 10.221 18.403
H 13.316 8.126 15.851
H 18.910 11.643 21.347
H 16.198 13.892 8.429
H 6.773 9.550 12.479
H 16.942 7.156 19.758
H 8.855 11.073 16.730
H 9.035 10.080 13.716
H 13.398 17.342 14.646
H 15.013 11.309 21.837
H 13.925 6.413 9.392
H 15.660 12.518 17.805
H 9.213 15.398 12.449
*
```

Values from the calculation:
**Electronic energy**: -3433.2490 Eh
**Energy above the lowest of the compared OMol25 structures with the same formula, charge and spin**: 21.8 kcal per mole
**SMILES**: O=C1C=CC(=O)C=C1.O=C1C=CC(=O)C=C1.O=C1C=CC(=O)C=C1.O=C1C=CC(=O)C=C1.O=C1C=CC(=O)C=C1.O=C1C=CC(=O)C=C1.O=C1C=CC(=O)C=C1.O=C1C=CC(=O)C=C1.O=C1C=CC(=O)C=C1
**Frontier orbital gap**: 0.3020 Eh

---

[2]
Density functional theory data (the ωB97M-V functional and the def2-TZVPD basis) for a molecular structure, C26H47BIN4O5 in a non-equilibrium geometry.

Geometry as ORCA input:
```
! RIJCOSX wB97M-V def2-TZVPD def2/J DEFGRID3
* xyz 1 3
I 5.920 -2.555 -7.055
O 1.563 -1.594 1.358
O 5.818 -6.238 -1.668
O 7.479 0.002 -4.913
O -4.560 1.553 0.981
O 7.527 -1.950 -6.006
N 5.166 -2.932 -1.344
N -5.475 2.307 0.377
N 0.331 -1.108 1.482
N 7.742 -5.200 -0.521
C 8.728 -4.104 -0.730
C 0.433 0.278 2.029
C 6.159 -3.625 -2.017
C -1.883 -1.134 0.341
C -4.885 4.472 1.530
C 7.168 -1.158 -4.918
C 1.431 0.382 3.203
C 6.425 -1.734 -3.679
C 5.381 -1.028 -2.914
C 4.751 -1.666 -1.750
C 0.870 1.305 0.964
C 0.116 -0.228 -0.874
C -3.470 3.642 -0.360
C -0.356 -1.262 0.164
C -6.747 2.198 1.152
C -6.724 3.035 2.448
C -6.231 4.463 2.243
C -7.078 0.744 1.551
C -7.939 2.632 0.256
C -0.170 -2.674 -0.429
C -0.932 0.694 2.646
C 0.088 1.199 -0.341
C -5.702 4.467 -0.844
C -4.901 3.676 0.213
C 7.254 -5.001 0.893
C 6.825 -3.081 -3.210
B 6.573 -5.083 -1.409
H 3.965 -1.149 -1.140
H 0.529 1.872 -1.083
H -7.723 3.060 2.892
H 9.069 -4.008 -1.796
H -4.584 5.506 1.339
H -8.061 0.692 2.022
H -6.075 2.551 3.187
H 1.140 -0.463 -1.194
H -4.128 4.057 2.206
H -6.969 5.046 1.686
H -0.472 -3.443 0.286
H -3.122 4.652 -0.586
H -6.369 0.336 2.274
H 1.189 -0.337 3.990
H -5.197 5.404 -1.092
H -2.245 -1.804 1.126
H 0.862 -2.869 -0.729
H -0.811 1.177 3.617
H 1.400 1.381 3.641
H -8.319 3.623 0.513
H 5.047 -0.012 -3.221
H -1.481 1.397 2.016
H 4.703 -3.321 -0.512
H 1.935 1.171 0.738
H 6.336 -5.608 1.113
H -5.797 3.897 -1.772
H 5.480 -6.232 -2.583
H -2.750 3.216 0.341
H 7.030 -3.904 1.103
H -6.702 4.749 -0.515
H -2.406 -1.406 -0.579
H -7.672 2.633 -0.803
H -0.781 -2.797 -1.325
H -3.431 3.063 -1.287
H -0.503 -0.290 -1.773
H -2.212 -0.123 0.580
H 8.126 -5.262 1.558
H 8.323 -3.081 -0.434
H -6.130 4.954 3.215
H 2.464 0.216 2.891
H 7.617 -3.709 -3.678
H -0.941 1.538 -0.199
H -1.573 -0.169 2.832
H 0.768 2.318 1.361
H 9.647 -4.250 -0.086
H -8.784 1.946 0.339
H -7.091 0.089 0.675
*
```

Values from the calculation:
**Electronic energy**: -1936.2647 Eh
**Energy above the lowest of the compared OMol25 structures with the same formula, charge and spin**: 0.0 kcal per mole
**Expectation value of S²**: 2.009
**Frontier orbital gap (spin up / spin down)**: 0.1929 / 0.2198 Eh

---

[3]
Density functional theory data (the ωB97M-V functional and the def2-TZVPD basis) for a molecular structure, C22H19BrHfN2O7Te4 in a non-equilibrium geometry.

Geometry as ORCA input:
```
! RIJCOSX wB97M-V def2-TZVPD def2/J DEFGRID3
* xyz 0 1
Hf -0.948 0.526 0.197
Te -2.305 -1.796 -0.617
Te -4.462 1.377 0.846
Te -2.260 2.968 0.833
Te -4.139 0.013 -1.469
Br -0.884 5.567 -5.232
O 0.646 0.942 1.745
O 0.736 -0.384 -0.576
O 2.736 0.565 -0.377
O -0.980 1.248 -2.232
O 0.586 2.254 -0.456
O 0.562 -2.981 1.083
O -0.892 -0.543 2.039
N 1.785 4.471 0.650
N 2.297 6.081 -0.816
C 3.086 5.365 2.634
C 0.794 4.348 -1.650
C 1.644 4.970 -0.617
C 2.601 5.353 1.329
C 1.956 -0.318 -0.076
C 3.903 6.424 2.976
C 0.315 3.057 -1.548
C -0.901 3.255 -3.607
C 0.347 -0.224 2.127
C 4.228 7.435 2.052
C -0.394 4.544 -3.723
C 1.430 -1.247 2.311
C 2.691 -3.813 1.377
C 2.915 6.345 0.399
C 2.033 -3.637 2.770
C 3.744 7.408 0.762
C -0.536 2.519 -2.497
C 0.885 -2.671 2.443
C -1.080 0.383 -3.384
C 0.433 5.100 -2.769
C 1.879 -2.817 0.549
C 2.271 -1.380 0.963
H -0.008 -2.759 3.054
H 3.761 -3.613 1.370
H -0.210 0.553 -4.017
H 1.467 1.792 -0.524
H 2.840 4.591 3.348
H 3.986 8.182 0.045
H 2.529 -4.818 0.993
H -1.571 2.849 -4.351
H 4.869 8.248 2.366
H 0.804 6.109 -2.869
H 1.370 3.620 0.992
H -1.098 -0.633 -3.006
H 2.073 -0.927 3.131
H 2.715 -3.226 3.514
H 1.650 -4.579 3.156
H 4.303 6.480 3.980
H 3.336 -1.305 1.176
H 1.859 -2.983 -0.525
H -2.000 0.592 -3.928
*
```

Values from the calculation:
**Electronic energy**: -5180.3096 Eh
**Frontier orbital gap**: 0.2491 Eh